96
Properties=species:S:1:pos:R:3:forces:R:3 method="wB97M-V/def2-TZVPD" homo_ev=-8.16 energy_ha=-4064.63168 total_charge=0 relative_energy_kcal_mol=51.6 spin_multiplicity=1
C -1.7271 -0.2556 0.1835 2.31 -0.46 0.42
H -7.6439 -2.3641 -1.7122 -0.29 0.01 0.07
H -2.9501 -1.0114 -4.1393 0.45 -0.62 -0.06
H 0.0207 1.3934 2.3806 -0.43 -0.67 0.67
H 4.4769 -3.9813 -2.3615 0.69 0.50 1.06
H 4.4279 4.9396 0.1216 0.04 0.79 0.22
O 1.6468 2.8610 3.8042 -1.59 0.11 -0.60
H -2.3290 -0.5405 -2.6589 0.79 0.51 0.91
N 3.6033 -2.2404 -1.8248 -1.11 0.49 -0.45
H 3.4210 0.4784 4.1125 0.70 0.62 -0.13
C 3.8026 1.3422 3.5213 -1.03 -0.40 -0.89
H 2.9600 -0.2417 -1.4856 -0.94 0.36 -0.70
H 4.9607 4.7065 -1.6072 0.30 0.81 -0.34
H -7.6969 -1.2381 -3.1370 0.22 -0.17 0.95
O -5.9557 0.7197 -1.8625 0.07 0.43 0.05
C -6.0444 -1.0502 0.1287 0.90 0.09 -0.25
O 2.8001 -2.3424 1.4228 -0.19 -0.72 0.06
H -4.4406 1.2426 3.0451 -0.24 -0.66 -0.26
H -1.6810 3.9689 3.5010 -0.66 0.09 -0.22
H -1.6292 3.9847 5.2960 -0.57 -0.62 -0.90
C 3.1699 2.4971 5.8389 0.75 0.56 0.59
C 2.4461 -2.6824 -2.3863 0.58 1.10 1.83
O -1.6486 -3.3456 -1.3348 0.11 0.45 -1.05
O -3.4035 1.5217 5.5808 0.36 -0.50 0.41
S 3.0810 2.8816 4.0904 0.94 -0.20 0.60
H -2.6004 1.3087 3.1134 -0.47 -0.54 -0.72
C 3.0737 -5.1712 1.8268 -3.27 0.66 1.34
H -6.1675 -1.9014 -2.5841 -0.14 0.36 0.52
O 0.0359 1.1529 -1.1772 0.19 0.09 -0.74
H 5.5238 3.6541 -0.2901 0.30 -0.38 -0.02
H 3.8686 -4.7507 1.2872 1.40 0.20 -0.41
H 0.3682 -1.8238 -4.4277 -0.93 -0.34 -0.13
C 3.9669 2.5530 -2.4462 0.39 -0.34 -2.40
H -1.1054 -1.8108 -5.4019 -0.44 0.00 -0.39
H 3.5755 -1.0366 -0.1264 0.68 0.17 -0.38
H -3.5542 2.5531 2.2050 0.00 -0.09 0.14
C -7.1436 -1.5418 -2.2109 -0.28 -0.11 -1.67
H -6.1844 -2.1412 -0.0417 -0.05 0.84 0.55
S -3.2348 3.5566 -1.1475 -0.81 0.20 0.68
H 4.0090 3.3847 -3.2168 -0.12 -0.58 1.08
O -3.0627 2.8600 0.1784 0.14 0.09 -0.56
H -0.3928 -3.3802 -4.8497 -0.02 0.50 -0.43
O 3.4167 2.2084 0.2027 -0.28 0.41 -0.95
H -0.8058 3.9353 -1.1724 0.07 -0.77 0.45
H 4.9825 -3.3353 -0.6524 -0.19 -0.14 -0.60
C -1.0949 -3.2268 -2.4330 -0.18 -0.03 1.04
H 0.7362 2.4625 1.3481 0.27 -0.47 -0.83
H -3.3544 -1.9388 -2.7445 -0.50 -0.45 0.61
H 4.1437 2.0244 6.0548 -0.41 0.33 0.11
H 3.1309 -5.0901 2.9364 0.46 0.53 -0.81
S -6.9527 -0.1133 -1.1406 0.31 -0.84 -0.32
H 0.8815 -2.6499 0.9823 -0.58 0.00 -0.56
C -2.5398 -1.4278 -3.2023 -0.12 -0.29 -1.68
C -3.2792 2.3111 -2.4348 0.97 -0.47 0.58
N 1.8031 -4.4320 1.3956 1.46 0.13 -0.15
H -1.7269 5.3808 -1.2045 -0.33 0.99 0.27
S -3.5425 2.6105 4.5954 -0.34 2.26 0.45
C 4.7432 -3.1033 -1.7101 -1.27 -1.21 -0.27
H -2.2973 0.6174 0.0211 -1.10 0.74 -0.30
H -1.7734 -1.0675 -0.5616 -0.11 0.48 0.39
C 0.8379 -5.1452 0.5554 -0.13 0.65 3.47
C -0.0881 1.7435 1.3758 -0.20 0.23 -0.47
H 4.6581 -0.4829 -1.5005 0.64 0.19 0.14
H 3.3510 1.2002 2.4998 0.92 0.29 0.69
H -1.0024 2.3136 1.1953 -0.14 -0.28 0.12
H 5.5238 -2.5506 -2.1517 1.50 0.32 -0.41
S 3.2954 3.2150 -0.9181 0.39 -0.92 0.81
C 1.8457 -3.0858 1.2135 1.05 0.26 1.05
H -2.3526 1.6993 -2.2429 -0.63 0.61 -0.76
C -1.7103 4.3797 -1.5529 0.79 -0.59 -1.77
H 1.2784 -5.3640 -0.3570 0.27 -0.89 -1.84
C -1.9037 3.3775 4.3843 0.73 0.32 1.51
H -1.8196 -0.6431 1.1892 -0.41 -0.21 0.25
C -3.5550 1.8455 3.0371 0.91 0.04 -0.37
H -3.3294 2.8781 -3.3911 0.11 -0.78 0.51
H 2.8994 -6.2316 1.7111 0.13 -0.18 -0.75
H 5.0107 2.1715 -2.3679 -0.72 0.19 0.36
H -1.2134 2.5461 4.3673 0.31 -0.38 0.05
H 0.5031 -5.9096 1.2272 0.03 -1.53 -0.51
H -1.5763 4.3589 -2.6641 -0.33 0.25 0.80
H 4.8897 1.5394 3.5055 -0.48 -0.68 -0.06
O 2.2383 -3.8515 -2.6488 -0.58 -0.04 -0.74
H -0.1997 -3.8118 -2.6534 0.15 -0.24 -0.28
C 3.7245 -0.9295 -1.2169 -0.31 -0.63 1.06
H -4.9602 -0.8070 -0.0832 -1.14 -0.17 0.44
N -1.4297 -2.3742 -3.4280 -1.47 0.83 1.47
H 3.3526 1.7823 -2.9838 0.25 0.53 1.10
H -4.1549 1.6711 -2.2292 0.21 0.53 -0.30
C -0.6267 -2.3335 -4.5977 2.20 -0.31 -0.04
H 1.7102 -1.8167 -2.3954 0.21 -0.93 -0.43
H -6.3805 -0.6705 1.1089 0.41 -0.50 -0.34
H 3.0361 3.4369 6.3933 0.28 -0.26 -0.11
C 4.7249 4.2739 -0.6611 -0.65 -0.57 0.21
H 2.3486 1.8560 6.1316 -0.16 -0.38 -0.31
S 0.0088 0.4042 0.1165 -0.30 0.52 0.50
H -0.0485 -4.5599 0.5435 -0.66 0.89 -0.94